Entry from the Open Molecules 2025 dataset: a molecular structure, C26H32BCl4F4N7O3STeZr in a non-equilibrium geometry (ωB97M-V with the def2-TZVPD basis set).

Geometry as ORCA input:
```
! RIJCOSX wB97M-V def2-TZVPD def2/J DEFGRID3
* xyz 0 1
Zr 0.24 0.66 0.29
C -1.77 -1.51 -1.87
C -1.16 -0.31 -2.64
N -0.91 0.86 -1.78
C -2.05 1.80 -1.74
C -2.55 2.18 -0.32
N -2.06 1.28 0.74
C -3.06 0.27 1.10
C -3.20 -0.72 -0.05
N -1.86 -1.19 -0.44
H -1.14 -2.39 -2.01
H -2.76 -1.75 -2.28
H -1.81 -0.04 -3.48
H -0.21 -0.61 -3.08
H -0.14 1.37 -2.25
H -2.88 1.38 -2.32
H -1.75 2.73 -2.23
H -3.65 2.17 -0.33
H -2.25 3.20 -0.10
H -1.87 1.83 1.58
H -4.03 0.72 1.33
H -2.69 -0.27 1.99
H -3.66 -0.23 -0.91
H -3.86 -1.54 0.25
H -1.66 -2.02 0.11
Cl -0.36 7.34 1.77
C -0.04 5.65 1.88
C 0.28 5.07 3.10
Cl 0.38 6.04 4.51
C 0.50 3.69 3.20
Cl 0.85 2.95 4.71
C 0.41 2.90 2.06
O 0.56 1.59 2.02
C 0.13 3.49 0.81
O 0.10 2.66 -0.22
C -0.11 4.86 0.73
Cl -0.53 5.55 -0.80
C 3.91 3.18 -4.97
N 3.46 3.59 -3.67
C 2.31 3.20 -3.08
N 2.05 3.68 -1.86
S 1.21 2.19 -3.84
H 4.33 4.03 -5.50
H 3.05 2.79 -5.52
H 4.67 2.40 -4.90
H 4.09 4.16 -3.13
H 2.75 4.19 -1.34
H 1.22 3.36 -1.36
N 1.08 -4.93 1.68
C 1.17 -5.15 0.36
O 1.08 -6.25 -0.14
C 1.43 -3.94 -0.49
C 2.09 -4.08 -1.71
C 2.29 -2.95 -2.48
C 1.79 -1.73 -2.04
N 1.11 -1.59 -0.90
C 0.95 -2.68 -0.15
H 0.85 -5.71 2.28
H 1.09 -4.01 2.10
H 2.43 -5.06 -2.02
H 2.81 -3.01 -3.43
H 1.95 -0.84 -2.63
H 0.43 -2.52 0.79
F 1.89 0.90 -1.10
B 2.85 0.97 -0.01
F 2.36 -0.07 0.85
F 2.64 2.17 0.59
F 4.09 0.74 -0.44
Te -0.13 -0.87 2.76
C -1.02 -2.77 3.27
C -1.78 -3.58 2.44
C -2.36 -4.75 2.90
C -2.19 -5.16 4.21
C -1.42 -4.37 5.05
C -0.85 -3.20 4.59
H -1.95 -3.30 1.41
H -2.96 -5.36 2.22
H -2.65 -6.06 4.57
H -1.28 -4.67 6.08
H -0.27 -2.59 5.25
*
```

Output
Energy relative to the best compared isomer or geometry (same formula, charge and spin) (kcal/mol): 39.00
HOMO-LUMO gap (eV): 7.152